# 1
C6H10O2 in the gas phase in a non-equilibrium geometry. Source: OMol25; level of theory: ωB97M-V/def2-TZVPD.

XYZ file:
```
18
Properties=species:S:1:pos:R:3
C 0.49693 0.30732 0.89964
C -2.49991 0.08312 -1.21817
C 1.71824 1.22638 0.96853
C -0.49800 0.74656 -0.18190
C 0.93463 -1.13779 0.74422
C 0.87523 -1.87585 -0.37489
O -1.63474 -0.01024 -0.08839
O -0.30127 1.60375 -1.02929
H -0.04407 0.40844 1.85028
H 1.32824 -1.60662 1.64436
H -3.21360 -0.74376 -1.15958
H -3.04865 1.02774 -1.19907
H -1.93746 -0.02487 -2.15167
H 2.52440 0.88571 0.30816
H 2.11999 1.24482 1.98856
H 1.47881 2.25850 0.69265
H 1.19959 -2.91192 -0.37747
H 0.50164 -1.48129 -1.31598
```

Calculated values
M   114.1 g/mol
Relative energy (zero: lowest compared OMol25 entry of this formula, charge and spin)   0.661 eV
Spin multiplicity   1
HOMO   -9.85 eV
Structure (SMILES)   C=C[C@@H](C)C(=O)OC
Calculated total energy   -10478.509 eV
Frontier orbital gap   0.3971 hartree
F_max   1.88 eV/Å

Population analysis type natural (NBO), resulting atomic charges in e:
1 C -0.373
2 C -0.262
3 C -0.600
4 C 0.810
5 C -0.153
6 C -0.395
7 O -0.514
8 O -0.589
9 H 0.237
10 H 0.203
11 H 0.195
12 H 0.191
13 H 0.193
14 H 0.218
15 H 0.210
16 H 0.233
17 H 0.205
18 H 0.192

=====

# 2
A molecular structure, C3H3HgO2 in a non-equilibrium geometry. Source: OMol25; level of theory: ωB97M-V/def2-TZVPD.

XYZ file:
```
9
Properties=species:S:1:pos:R:3
O 0.89844 -1.04657 0.19786
O -1.24556 -0.85589 0.85173
C 0.98981 0.06879 -0.66461
C 0.60269 1.29921 -0.33682
C -0.21382 -1.45997 0.70530
H 1.25216 -0.27611 -1.66175
H 0.57507 1.66968 0.68734
H 0.44600 2.00885 -1.14941
Hg -3.30478 -1.40797 1.37036
```

Calculated values
M   271.6 g/mol
Relative energy (zero: lowest compared OMol25 entry of this formula, charge and spin)   0.827 eV
Spin multiplicity   3
HOMO (alpha / beta)   -14.29 / -14.27 eV
Calculated total energy   -11417.627 eV
Frontier orbital gap (alpha / beta)   0.3792 / 0.2288 hartree
Net charge   +1
F_max   1.98 eV/Å

Population analysis type natural (NBO), resulting atomic charges in e:
1 O -0.472
2 O -0.709
3 C 0.079
4 C -0.401
5 C 0.874
6 H 0.224
7 H 0.233
8 H 0.246
9 Hg 0.926

=====

# 3
A molecular structure, C23H22IrN8O2S. Source: OMol25; level of theory: ωB97M-V/def2-TZVPD.

XYZ file:
```
57
Properties=species:S:1:pos:R:3
Ir -0.21160 0.43098 0.43380
O 0.31663 -0.74517 7.86823
C -0.81101 -1.01390 7.82814
O -1.93757 -1.27220 7.75753
C -0.81048 0.12227 4.94907
C -1.92452 -0.07422 4.18184
C -1.71323 0.03246 2.81069
N -0.47616 0.31153 2.36484
C 0.60733 0.47843 3.14439
C 0.46275 0.38507 4.52363
C 1.86479 0.67345 2.38453
C 3.10660 0.77850 2.98021
C 4.24007 0.84218 2.17933
C 4.09960 0.79497 0.80335
C 2.82735 0.70982 0.26309
N 1.73677 0.66183 1.03116
C -2.70488 -0.17262 1.72914
C -4.02689 -0.49189 1.96115
C -4.87083 -0.70992 0.87912
C -4.36392 -0.61025 -0.40315
C -3.02805 -0.28552 -0.57205
N -2.21852 -0.06284 0.46349
H -2.89206 -0.30450 4.60637
H 1.29227 0.49551 5.20888
H 3.19777 0.78762 4.05698
H 5.22056 0.91146 2.63062
H 4.95841 0.81382 0.14762
H 2.65988 0.65674 -0.80402
H -4.40020 -0.57801 2.97132
H -5.90987 -0.96077 1.04297
H -4.98450 -0.78581 -1.26993
H -2.57757 -0.21252 -1.55288
C 2.06244 4.19953 -1.31475
N 1.25067 3.93145 -0.12480
C 1.98723 4.00939 1.13686
C -0.05370 3.65012 -0.19544
S -0.81754 2.64395 1.03406
N -0.80043 4.17244 -1.15572
C -2.10802 3.63134 -1.53643
C -0.48258 5.45339 -1.79938
H 2.99518 3.64584 -1.20612
H 2.30704 5.25625 -1.41980
H 1.54846 3.84898 -2.20534
H 2.48589 4.97897 1.17777
H 2.74968 3.23255 1.19480
H 1.30594 3.92543 1.97582
H -2.16011 2.57613 -1.29576
H -2.22354 3.76299 -2.61094
H -2.90905 4.16386 -1.02406
H 0.23324 6.00743 -1.20085
H -1.40685 6.02642 -1.85168
H -0.10020 5.31472 -2.80998
N 0.24762 -0.66634 -1.10459
C 0.53319 -1.58911 -1.80603
N 0.77892 -2.56944 -2.51487
C 2.03355 -2.95038 -2.80246
N 3.09948 -3.29861 -3.06087
```

Calculated values
M   666.8 g/mol
Relative energy (zero: lowest compared OMol25 entry of this formula, charge and spin)   0.233 eV
Spin multiplicity   2
HOMO (alpha / beta)   -14.46 / -14.46 eV
Calculated total energy   -53882.693 eV
Frontier orbital gap (alpha / beta)   0.2645 / 0.2649 hartree
Net charge   +2
F_max   0.33 eV/Å

Population analysis type natural (NBO), resulting atomic charges in e:
1 Ir 0.976
2 O -0.517
3 C 1.026
4 O -0.504
5 C 0.288
6 C -0.292
7 C 0.191
8 N -0.377
9 C 0.274
10 C -0.313
11 C 0.135
12 C -0.189
13 C -0.116
14 C -0.216
15 C 0.073
16 N -0.423
17 C 0.156
18 C -0.181
19 C -0.110
20 C -0.207
21 C 0.084
22 N -0.428
23 H 0.272
24 H 0.272
25 H 0.249
26 H 0.260
27 H 0.264
28 H 0.239
29 H 0.247
30 H 0.258
31 H 0.261
32 H 0.234
33 C -0.417
34 N -0.395
35 C -0.412
36 C 0.409
37 S -0.076
38 N -0.361
39 C -0.411
40 C -0.419
41 H 0.223
42 H 0.226
43 H 0.225
44 H 0.230
45 H 0.201
46 H 0.238
47 H 0.218
48 H 0.230
49 H 0.230
50 H 0.225
51 H 0.239
52 H 0.227
53 N -0.765
54 C 0.691
55 N -0.525
56 C 0.388
57 N -0.304

=====

# 4
A molecular structure, C32H26FN9S3Sn in a non-equilibrium geometry. Source: OMol25; level of theory: ωB97M-V/def2-TZVPD.

XYZ file:
```
72
Properties=species:S:1:pos:R:3
Sn -0.34610 0.19520 -0.10280
C 0.12060 -2.85250 -3.52780
C 1.42070 -3.32770 -3.44200
C 2.15810 -3.04760 -2.30710
C 1.59370 -2.26900 -1.29690
N 0.36660 -1.75790 -1.43250
C -0.34960 -2.05450 -2.50010
C 2.30020 -1.98120 -0.04130
C 3.63570 -2.32200 0.18190
C 4.19670 -2.01920 1.41110
C 3.43670 -1.36530 2.36430
C 2.11690 -1.03670 2.05440
N 1.57830 -1.36580 0.88690
C 1.22890 -0.31820 2.97310
C 1.68340 0.30640 4.13350
C 0.77720 0.98810 4.92410
C -0.56010 1.00140 4.55550
C -0.91560 0.35350 3.38300
N -0.05070 -0.27310 2.61420
H -0.50950 -3.08960 -4.37100
H 1.85040 -3.91560 -4.23980
H 3.16280 -3.42960 -2.21600
H -1.34160 -1.63050 -2.51740
H 4.23710 -2.80660 -0.57150
H 5.22280 -2.28510 1.62020
H 3.86840 -1.12470 3.32270
H 2.72430 0.28400 4.41300
H 1.10610 1.50240 5.81670
H -1.30230 1.50320 5.15900
H -1.93910 0.32310 3.03180
N -3.21840 4.02600 1.35510
C -2.49740 4.45230 2.41270
N -3.06550 5.28820 3.30660
N -1.27300 4.09330 2.64090
C -0.60050 3.26810 1.91780
N 0.09930 2.54660 1.34760
H -4.18610 4.26050 1.22990
H -2.82640 3.31330 0.76260
H -3.95600 5.72050 3.14400
H -2.44430 5.69210 3.98610
F -5.47580 -3.11520 1.93680
C -4.40860 -2.42190 1.45900
C -3.16260 -3.01450 1.46260
C -2.08750 -2.29610 0.97460
C -2.21930 -0.99830 0.48460
C -3.49990 -0.45030 0.49570
C -4.59980 -1.14490 0.97370
H -3.05110 -4.01970 1.83930
H -1.11190 -2.75650 0.98140
H -3.65120 0.55210 0.11280
H -5.59260 -0.71900 0.96590
S 0.21980 -0.39960 -8.42210
C -0.31290 0.12130 -6.96560
S 0.64790 1.20490 -5.95270
C -0.56720 1.00560 -4.68040
N -1.56080 0.27030 -5.02720
N -1.45060 -0.20000 -6.29640
C -2.49290 -1.03280 -6.74850
C -2.76460 -1.24180 -8.09690
C -3.77470 -2.11580 -8.45790
C -4.53290 -2.76700 -7.50000
C -4.29260 -2.52180 -6.15790
C -3.27900 -1.66190 -5.78290
S -0.24750 1.74880 -3.17790
H -2.19940 -0.75020 -8.87030
H -3.96040 -2.29340 -9.50590
H -5.30230 -3.46400 -7.79570
H -4.88160 -3.00980 -5.39340
H -3.07530 -1.46530 -4.74280
C -1.53890 1.18750 -2.03630
H -2.10430 2.09430 -1.80800
H -2.18270 0.52950 -2.61160
```

Calculated values
M   770.5 g/mol
Relative energy (zero: lowest compared OMol25 entry of this formula, charge and spin)   3.533 eV
Spin multiplicity   1
HOMO   -6.05 eV
Calculated total energy   -88070.116 eV
Frontier orbital gap   0.2134 hartree
F_max   1.75 eV/Å

Population analysis type Mulliken, resulting atomic charges in e:
1 Sn 0.668
2 C -1.014
3 C -0.667
4 C -0.945
5 C 0.756
6 N 0.482
7 C -0.113
8 C 0.675
9 C -1.322
10 C -0.682
11 C -1.159
12 C 0.974
13 N 0.389
14 C 0.399
15 C -0.924
16 C -0.501
17 C -0.832
18 C -0.083
19 N 0.234
20 H 0.500
21 H 0.454
22 H 0.321
23 H 0.605
24 H 0.310
25 H 0.438
26 H 0.311
27 H 0.283
28 H 0.425
29 H 0.437
30 H 0.375
31 N -0.342
32 C 0.690
33 N -0.393
34 N -0.699
35 C 0.602
36 N -0.568
37 H 0.210
38 H 0.112
39 H 0.199
40 H 0.256
41 F -0.354
42 C 0.395
43 C -0.707
44 C -0.184
45 C 0.079
46 C -0.375
47 C -0.604
48 H 0.449
49 H 0.323
50 H 0.295
51 H 0.438
52 S -0.393
53 C 0.272
54 S -0.164
55 C 0.375
56 N -0.648
57 N 0.449
58 C 0.502
59 C -0.631
60 C -0.696
61 C -0.415
62 C -0.806
63 C 0.090
64 S -0.208
65 H 0.326
66 H 0.366
67 H 0.384
68 H 0.385
69 H 0.470
70 C -1.188
71 H 0.556
72 H 0.355

=====

# 5
2 unconnected molecules or ions with the total composition C6H11BrN4 in a non-equilibrium geometry. Source: OMol25; level of theory: ωB97M-V/def2-TZVPD.

XYZ file:
```
22
Properties=species:S:1:pos:R:3
C 1.80524 -1.99586 -0.54922
C 1.98790 -0.90493 0.31930
C 0.82142 -0.78044 1.04085
C 0.46774 1.27016 -1.82038
C -1.02758 -2.29042 1.38740
C -0.09233 1.29394 -0.40259
N 0.63687 -2.57096 -0.19820
N 0.08204 -1.85617 0.71734
N -0.58387 2.47700 1.47151
N 0.05206 2.34419 0.36661
Br 3.44294 0.27330 0.16878
H 2.43171 -2.17146 -1.45934
H 0.37552 2.19248 -2.49976
H 1.54942 1.14768 -1.81410
H 0.13383 0.31200 -2.18158
H -0.79531 -3.02098 2.23862
H -1.58658 -1.48018 2.00772
H -1.55531 -2.96899 0.58856
H -0.98637 0.61629 -0.33705
H 0.63156 -0.01192 1.78461
H -0.57299 3.45913 1.69308
H 0.63335 3.11251 0.05578
```

Calculated values
M   219.1 g/mol
Relative energy (zero: lowest compared OMol25 entry of this formula, charge and spin)   1.731 eV
Spin multiplicity   1
HOMO (alpha / beta)   -7.38 / -7.37 eV
Calculated total energy   -82398.754 eV
Frontier orbital gap (alpha / beta)   0.2955 / 0.2954 hartree
F_max   5.12 eV/Å

Population analysis type natural (NBO), resulting atomic charges in e:
1 C -0.093
2 C -0.211
3 C -0.075
4 C -0.683
5 C -0.424
6 C -0.051
7 N -0.261
8 N -0.166
9 N -0.636
10 N -0.202
11 Br 0.066
12 H 0.230
13 H 0.218
14 H 0.221
15 H 0.233
16 H 0.204
17 H 0.239
18 H 0.240
19 H 0.211
20 H 0.255
21 H 0.306
22 H 0.379